# C4H21NO7

7 unconnected molecules or ions with the total composition C4H21NO7 at a distorted geometry (ωB97M-V/def2-TZVPD, OMol25).

Positions of all 33 atoms, in Å:
C -0.10689 -0.84393 -2.65246
C -1.29608 -0.04086 -2.33333
C -0.86591 1.13838 -1.40790
N -0.83358 0.77452 0.00372
C -1.98581 2.29635 -1.49179
O -2.84592 2.30330 -0.62181
H 0.60617 -0.38556 -3.41622
H 0.29144 -1.28891 -1.67092
H -0.39339 -1.67305 -3.21761
H -1.62831 0.42356 -3.35256
H -2.10334 -0.52143 -1.85774
H 0.05779 1.73562 -1.72044
H -1.67741 0.09911 0.45705
H -0.71077 1.63287 0.51222
H -1.94459 3.03890 -2.31581
O 0.06887 0.01818 3.41815
H 0.48391 -0.73438 3.05679
H -0.06349 -0.30964 4.32479
O 2.60387 -2.32548 -0.15506
H 3.31096 -2.67593 0.27256
H 1.81620 -2.41476 0.29570
O -1.26884 -2.70085 0.36011
H -2.09445 -2.88188 -0.14266
H -0.44500 -2.80782 0.04553
O 2.39103 1.32711 3.07462
H 2.14291 0.62070 2.53811
H 1.72195 1.65880 3.67896
O 0.54744 -1.29225 1.23278
H 0.10169 -0.55936 0.82103
H -0.16831 -1.72143 1.75946
O 1.26361 3.04192 0.01901
H 1.85061 2.96219 0.76902
H 1.17366 2.10601 -0.28332

The LUMO energy is 0.27 eV. Its calculated total energy is -20308.68669 eV. As for the net charge: 0. As for the SMILES: CC[C@H](N)C=O.O.O.O.O.O.O. The calculation puts the HOMO energy at -9.38 eV. Its HOMO-LUMO gap is 9.7 eV. Its energy relative to the best compared isomer or geometry (same formula, charge and spin) is 3.3812 eV.